1.
{"formula": "C24H60O15P2S3", "method": "wB97M-V/def2-TZVPD", "elements": ["C", "O", "P", "O", "O", "C", "O", "C", "H", "H", "H", "H", "H", "H", "H", "H", "H", "C", "O", "P", "O", "O", "C", "O", "C", "H", "H", "H", "H", "H", "H", "H", "H", "H", "C", "C", "O", "C", "H", "H", "H", "H", "H", "H", "C", "C", "O", "C", "H", "H", "H", "H", "H", "H", "C", "C", "O", "C", "H", "H", "H", "H", "H", "H", "C", "C", "O", "C", "H", "H", "H", "H", "H", "H", "C", "S", "O", "C", "H", "H", "H", "H", "H", "H", "C", "S", "O", "C", "H", "H", "H", "H", "H", "H", "C", "S", "O", "C", "H", "H", "H", "H", "H", "H"], "xyz": [[3.299, 0.657, -4.977], [1.889, 0.922, -5.041], [1.091, 2.008, -4.188], [1.122, 1.715, -2.752], [1.500, 3.482, -4.629], [2.166, 4.384, -3.713], [-0.382, 1.836, -4.742], [-0.659, 1.382, -6.088], [3.633, 0.272, -5.944], [3.403, -0.085, -4.178], [3.922, 1.532, -4.701], [2.063, 3.975, -2.674], [1.671, 5.422, -3.803], [3.184, 4.517, -3.996], [-0.113, 0.497, -6.348], [-0.512, 2.116, -6.873], [-1.711, 1.207, -6.081], [-3.959, -2.817, 3.954], [-3.114, -4.017, 4.056], [-2.750, -4.976, 2.799], [-2.106, -6.249, 3.120], [-1.965, -4.109, 1.820], [-0.519, -4.127, 2.141], [-4.142, -5.063, 2.130], [-4.207, -5.627, 0.794], [-3.554, -2.040, 3.259], [-4.028, -2.370, 4.965], [-5.026, -3.086, 3.602], [-0.423, -3.770, 3.206], [-0.057, -3.476, 1.420], [-0.123, -5.114, 2.014], [-5.247, -5.638, 0.667], [-3.783, -6.655, 0.780], [-3.725, -4.971, 0.072], [4.285, 2.091, -1.547], [3.740, 2.767, -0.293], [2.886, 3.668, -0.475], [4.213, 2.342, 1.100], [4.882, 2.823, -2.097], [3.526, 1.704, -2.226], [4.900, 1.242, -1.259], [3.991, 1.275, 1.081], [3.686, 2.826, 1.859], [5.314, 2.402, 1.196], [0.584, 0.286, -0.246], [0.551, -0.518, 1.026], [0.985, -1.634, 1.153], [-0.019, 0.246, 2.212], [0.783, -0.352, -1.138], [1.285, 1.064, -0.033], [-0.368, 0.745, -0.454], [-0.491, -0.505, 2.924], [-0.790, 0.952, 2.002], [0.817, 0.657, 2.721], [-1.089, 2.570, 7.057], [-0.993, 3.087, 5.556], [0.034, 3.361, 5.008], [-2.323, 3.334, 4.889], [-0.139, 2.113, 7.350], [-1.926, 1.907, 7.126], [-1.296, 3.426, 7.613], [-3.099, 2.588, 5.003], [-2.137, 3.496, 3.827], [-2.753, 4.219, 5.369], [3.614, -2.158, -1.312], [4.538, -2.192, -0.145], [5.039, -1.098, 0.128], [4.959, -3.521, 0.455], [3.042, -3.015, -1.583], [4.194, -1.965, -2.201], [2.893, -1.316, -1.195], [4.219, -3.973, 1.070], [5.909, -3.391, 1.024], [5.092, -4.232, -0.354], [-4.791, -1.459, -0.635], [-3.764, -0.809, 0.691], [-2.367, -0.682, 0.281], [-4.482, 0.805, 0.750], [-5.875, -1.346, -0.322], [-4.533, -2.484, -0.757], [-4.583, -0.928, -1.527], [-3.944, 1.334, 1.485], [-5.480, 0.661, 1.071], [-4.473, 1.417, -0.157], [-0.718, -3.119, -1.593], [0.586, -3.684, -2.727], [0.032, -4.808, -3.471], [0.615, -2.256, -3.670], [-0.458, -2.106, -1.157], [-0.752, -3.754, -0.681], [-1.765, -3.100, -2.006], [-0.315, -1.879, -4.087], [1.251, -2.453, -4.527], [1.109, -1.461, -3.055], [0.173, 4.902, 1.444], [-0.623, 3.396, 0.873], [-2.025, 3.331, 1.463], [-0.761, 3.919, -0.971], [0.347, 4.705, 2.547], [-0.460, 5.757, 1.275], [1.087, 4.918, 0.912], [-1.714, 4.364, -0.808], [-0.698, 3.124, -1.677], [0.004, 4.639, -1.222]], "total_energy_ev": -107657.4336, "homo_energy_ev": -8.7, "homo_lumo_gap_ev": 9.05, "e_lumo_ev": 0.3496, "total_charge": 0, "spin_multiplicity": 1}

***

2.
{"formula": "C24H61B2N11O5P2", "method": "wB97M-V/def2-TZVPD", "elements": ["C", "C", "N", "C", "C", "N", "B", "O", "N", "C", "C", "C", "C", "N", "C", "C", "C", "C", "N", "B", "O", "O", "H", "H", "H", "H", "H", "H", "H", "H", "H", "H", "H", "H", "H", "H", "H", "H", "H", "H", "H", "H", "H", "H", "H", "H", "H", "O", "P", "N", "C", "C", "N", "C", "C", "N", "C", "C", "H", "H", "H", "H", "H", "H", "H", "H", "H", "H", "H", "H", "H", "H", "H", "H", "H", "H", "O", "P", "N", "C", "C", "N", "C", "C", "N", "C", "C", "H", "H", "H", "H", "H", "H", "H", "H", "H", "H", "H", "H", "H", "H", "H", "H", "H", "H"], "xyz": [[0.056, 0.505, 7.478], [0.567, -0.315, 6.284], [1.844, 0.105, 5.716], [1.916, 1.473, 5.236], [2.290, 2.449, 6.287], [2.618, 2.954, 7.269], [0.593, 2.022, 4.474], [0.020, 1.374, 3.399], [-0.017, 3.241, 5.005], [-1.460, 3.249, 4.720], [0.540, 4.452, 4.372], [3.130, 1.499, 4.195], [2.937, 2.447, 3.108], [2.879, 3.235, 2.269], [4.520, 1.690, 4.860], [5.068, 3.132, 4.806], [6.083, 3.358, 3.676], [6.067, 4.792, 3.125], [7.371, 5.325, 2.747], [3.095, 0.013, 3.540], [2.253, -0.251, 2.495], [3.905, -1.001, 4.026], [0.839, 0.522, 8.233], [-0.217, 1.515, 7.179], [-0.796, -0.030, 7.896], [0.735, -1.320, 6.677], [-0.205, -0.459, 5.525], [2.575, -0.073, 6.396], [-0.640, 0.744, 3.714], [-1.665, 3.492, 3.673], [-1.932, 4.038, 5.309], [-1.934, 2.308, 4.994], [0.554, 4.378, 3.280], [-0.076, 5.317, 4.618], [1.550, 4.668, 4.717], [5.221, 1.097, 4.272], [4.565, 1.275, 5.864], [4.270, 3.873, 4.817], [5.602, 3.273, 5.748], [5.969, 2.610, 2.889], [7.076, 3.200, 4.103], [5.639, 5.435, 3.898], [5.414, 4.861, 2.257], [8.109, 5.000, 3.355], [7.610, 5.120, 1.789], [1.847, -1.109, 2.688], [4.350, -1.446, 3.296], [0.890, -2.550, 0.716], [0.399, -2.984, -0.626], [-1.243, -2.505, -0.589], [-2.258, -2.943, -1.522], [-1.486, -1.117, -0.198], [0.525, -4.700, -0.457], [-0.639, -5.560, -0.543], [1.438, -5.169, 0.578], [0.552, -3.065, -2.348], [1.639, -3.912, -2.884], [0.744, -1.709, -2.931], [-2.161, -2.474, -2.510], [-3.249, -2.694, -1.134], [-2.271, -4.018, -1.667], [-1.396, -0.425, -1.046], [-0.783, -0.798, 0.570], [-2.491, -1.012, 0.218], [-1.410, -5.307, 0.197], [-0.344, -6.599, -0.384], [-1.073, -5.537, -1.545], [0.992, -5.139, 1.580], [2.346, -4.572, 0.597], [1.734, -6.198, 0.361], [2.612, -3.676, -2.447], [1.701, -3.765, -3.963], [1.431, -4.965, -2.724], [1.680, -1.249, -2.601], [-0.077, -1.046, -2.653], [0.747, -1.765, -4.017], [-2.343, -0.031, -4.886], [-3.619, -0.120, -5.661], [-3.539, -1.700, -6.319], [-4.370, -2.217, -7.388], [-3.242, -2.753, -5.356], [-3.324, 1.063, -6.880], [-3.284, 0.709, -8.286], [-2.303, 2.056, -6.566], [-5.336, 0.073, -5.785], [-5.855, 1.458, -5.806], [-6.028, -0.621, -4.669], [-5.398, -2.445, -7.073], [-3.929, -3.143, -7.765], [-4.423, -1.546, -8.238], [-4.146, -3.107, -4.839], [-2.546, -2.397, -4.601], [-2.774, -3.609, -5.846], [-2.528, -0.055, -8.510], [-3.059, 1.594, -8.884], [-4.261, 0.369, -8.635], [-1.286, 1.682, -6.732], [-2.377, 2.379, -5.530], [-2.454, 2.940, -7.190], [-5.483, 2.060, -4.973], [-6.944, 1.428, -5.750], [-5.603, 1.957, -6.736], [-5.780, -0.187, -3.696], [-5.761, -1.679, -4.647], [-7.107, -0.568, -4.807]], "relative_energy_kcal_mol": 12.7, "total_energy_ev": -72439.1885, "homo_energy_ev": -8.5, "homo_lumo_gap_ev": 8.88, "e_lumo_ev": 0.3958, "total_charge": 0, "spin_multiplicity": 1, "smiles": "CCN[C@](C#N)(B(O)N(C)C)[C@@](C#N)(CCCCN)B(O)O.CN(C)P(=O)(N(C)C)N(C)C.CN(C)P(=O)(N(C)C)N(C)C"}